[1]
DFT (ωB97M-V/def2-TZVPD) results for C33H99N8O13Ti as an isolated structure.

Strongest force on any atom: 4.9 eV/Å
E_HOMO (alpha / beta): -3.01 / -8.75 eV
Energy: -3582.06060 Eh
Gap between HOMO and LUMO (alpha / beta): 3.25 / 8.97 eV

Structure (ORCA input):
```
! wB97M-V def2-TZVPD RIJCOSX def2/J DEFGRID3
* xyz 0 4
Ti -22.77 5.23 18.52
O -27.09 0.96 24.05
O -25.63 6.23 20.85
O -18.48 4.63 17.95
O -23.53 8.96 17.45
O -17.06 6.61 14.29
O -18.74 5.51 9.97
O -24.30 6.54 24.94
O -24.37 8.18 12.42
O -22.16 5.76 20.38
O -27.15 9.68 13.26
O -21.71 3.17 21.29
O -24.05 3.88 16.84
O -22.36 6.56 16.90
N -20.28 4.30 11.88
N -24.16 3.93 19.55
N -24.57 3.05 23.64
N -22.20 6.83 14.28
N -21.24 3.45 17.61
N -26.58 6.47 13.56
N -16.85 3.77 13.59
N -24.42 -1.61 23.70
C -23.91 5.38 24.21
C -24.68 3.85 26.01
C -20.05 5.40 9.71
C -25.02 -0.34 23.41
C -26.74 8.89 14.35
C -25.35 3.66 17.42
C -24.87 4.17 24.51
C -19.10 3.91 18.99
C -22.06 4.00 10.25
C -21.45 6.87 20.88
C -20.55 4.17 10.42
C -26.39 2.83 19.44
C -25.35 -0.16 21.88
C -18.32 6.82 9.70
C -17.78 7.77 14.03
C -27.33 7.05 15.79
C -23.98 4.33 15.49
C -28.13 1.00 25.01
C -26.38 10.84 13.01
C -27.36 7.50 14.31
C -15.82 4.75 13.43
C -19.28 1.96 17.41
C -16.54 6.06 13.15
C -23.47 7.66 24.66
C -17.79 5.74 18.34
C -26.35 -0.22 24.27
C -24.86 8.64 11.14
C -15.03 4.36 12.22
C -21.58 9.20 14.52
C -25.10 3.04 18.76
C -23.01 8.46 12.55
C -20.05 2.82 18.33
C -22.65 8.24 13.99
H -23.94 5.63 23.13
H -17.09 8.56 13.66
H -23.73 3.40 26.07
H -22.35 3.92 9.14
H -20.43 2.22 19.16
H -25.39 3.24 26.40
H -25.93 3.04 16.76
H -22.40 7.77 11.96
H -24.58 2.07 18.65
H -18.65 7.65 13.29
H -21.73 7.03 21.91
H -22.74 4.72 10.78
H -15.87 6.72 12.55
H -18.42 3.34 19.62
H -28.73 1.87 24.84
H -14.57 3.38 12.40
H -26.47 11.06 11.90
H -27.02 3.76 19.41
H -22.92 4.37 15.28
H -17.44 6.34 17.46
H -23.66 7.90 23.62
H -22.76 7.41 17.17
H -20.85 3.64 12.48
H -19.69 4.50 19.71
H -21.72 4.19 21.14
H -24.56 4.60 20.19
H -18.84 2.50 16.58
H -20.15 3.27 9.99
H -18.41 6.98 8.64
H -28.43 7.43 13.97
H -18.50 1.45 17.93
H -22.43 3.00 10.58
H -26.28 6.84 16.02
H -21.87 10.23 14.41
H -18.54 6.41 18.90
H -20.36 6.83 20.85
H -20.20 5.42 8.60
H -24.39 0.45 23.79
H -23.65 8.51 25.38
H -26.10 -0.36 25.38
H -15.31 4.97 14.33
H -25.00 3.21 22.75
H -25.93 8.91 11.22
H -14.28 5.09 11.82
H -25.88 4.65 24.42
H -17.02 5.58 19.04
H -19.94 1.12 16.99
H -22.87 5.18 24.52
H -18.25 8.07 14.99
H -26.87 -1.15 23.99
H -23.22 9.36 18.24
H -20.65 6.24 10.18
H -19.31 4.33 12.16
H -27.78 6.07 15.85
H -27.75 7.73 16.54
H -26.10 0.56 21.81
H -25.82 4.67 17.63
H -28.72 0.11 24.95
H -25.96 6.15 19.94
H -16.48 2.85 13.91
H -21.28 6.79 13.83
H -20.62 9.14 13.94
H -24.38 0.06 21.35
H -22.82 6.18 13.78
H -23.63 -1.61 23.05
H -24.30 9.51 10.85
H -25.12 7.05 20.75
H -22.26 6.58 15.94
H -26.96 9.39 15.30
H -15.83 4.24 11.48
H -25.65 -1.15 21.55
H -26.88 6.40 12.59
H -24.39 8.55 17.82
H -22.20 2.92 22.08
H -25.60 6.65 13.55
H -25.32 10.62 13.20
H -22.45 7.41 24.83
H -17.57 3.96 14.44
H -20.82 4.20 17.09
H -21.30 8.98 15.61
H -25.65 8.82 14.47
H -27.82 1.19 26.02
H -23.47 3.29 20.02
H -17.36 5.72 12.46
H -24.03 -1.57 24.64
H -23.52 8.52 14.59
H -24.82 7.82 10.38
H -17.32 6.96 10.16
H -24.99 2.22 23.98
H -24.75 4.81 26.51
H -21.62 2.74 17.07
H -24.48 3.60 14.91
H -26.29 2.47 20.43
H -26.87 1.99 18.91
H -22.72 9.46 12.12
H -26.72 11.68 13.67
H -24.43 5.36 15.31
H -19.06 7.53 10.12
H -21.65 7.82 20.35
*
```

[2]
DFT (ωB97M-V/def2-TZVPD) results for a 2-piece molecular cluster, C3H11NOS2 overall.

Strongest force on any atom: 3.5 eV/Å
E_HOMO (alpha / beta): -12.73 / -12.65 eV
Relative energy (zero: lowest compared OMol25 entry of this formula, charge and spin): 37.3 kcal/mol
Energy: -1046.90481 Eh
Gap between HOMO and LUMO (alpha / beta): 8.68 / 4.02 eV

Structure (ORCA input):
```
! wB97M-V def2-TZVPD RIJCOSX def2/J DEFGRID3
* xyz 1 2
S 2.11 0.68 0.90
S 2.68 2.53 1.34
O -2.41 1.56 0.45
N -0.62 -1.73 -1.85
C 0.34 -0.83 -1.28
C 0.35 0.47 1.02
C 0.17 -0.88 0.28
H 0.96 -1.57 0.77
H 1.33 -1.23 -1.64
H 0.07 0.31 -1.57
H -0.22 1.26 0.48
H -3.34 1.55 0.36
H -0.83 -1.35 0.56
H -0.67 -1.74 -2.85
H 0.09 0.28 2.08
H -0.52 -2.73 -1.53
H 2.66 2.63 2.64
H -2.15 0.77 -0.15
*
```

[3]
DFT (ωB97M-V/def2-TZVPD) results for C37H41FeN6O3Si2 as an isolated structure.

Strongest force on any atom: 2.4 eV/Å
E_HOMO (alpha / beta): -7.07 / -7.15 eV
Relative energy (zero: lowest compared OMol25 entry of this formula, charge and spin): 25.3 kcal/mol
Energy: -3831.54515 Eh
Gap between HOMO and LUMO (alpha / beta): 5.42 / 5.49 eV

Structure (ORCA input):
```
! wB97M-V def2-TZVPD RIJCOSX def2/J DEFGRID3
* xyz 0 6
Fe 0.54 0.31 -0.06
Si -3.46 0.47 -1.51
Si -2.77 -2.18 0.35
O 4.03 -3.39 2.35
O 0.52 -0.29 -1.92
O 0.47 -1.37 1.31
N 1.55 2.08 -0.72
N 2.39 -1.16 -0.35
N 2.65 -1.87 0.77
N 2.56 2.41 -0.04
N -1.33 1.37 0.97
N 1.72 1.05 1.67
C 3.21 -1.11 -1.32
C -4.56 -2.82 0.26
C 3.06 -4.04 4.38
C -0.01 3.43 -3.76
C -3.26 2.35 -1.49
C 2.68 1.86 1.20
C 2.20 3.95 -2.17
C 3.86 1.73 3.28
C 0.81 -3.38 4.95
C 1.59 -1.94 1.56
C -1.90 2.62 2.92
C 1.10 0.12 -4.18
C 2.05 0.21 -5.17
C 0.82 4.50 -4.06
C -1.08 2.35 1.84
C -2.43 0.61 1.12
C 3.79 2.21 1.99
C 0.25 2.63 -2.66
C 3.39 -0.06 -4.90
C 1.44 -0.24 -2.85
C -3.25 0.76 2.25
C 1.35 2.87 -1.85
C -2.74 -0.29 -3.07
C 1.92 4.75 -3.26
C -1.71 -2.98 -0.99
C 2.97 -3.37 3.15
C 0.72 -2.71 3.75
C 3.75 -0.45 -3.63
C 1.77 -2.69 2.83
C -5.34 0.20 -1.50
C 2.82 0.95 3.78
C -3.00 1.79 3.14
C 1.78 0.63 2.93
C 1.99 -4.05 5.25
C -2.11 -2.62 2.06
C 2.80 -0.56 -2.60
C -2.78 -0.32 0.06
H 4.21 -1.55 -1.24
H 3.98 -4.55 4.60
H 4.78 -0.69 -3.40
H -3.65 1.95 3.99
H 0.95 0.01 3.26
H -2.75 -3.34 2.57
H -1.66 -0.44 -2.97
H -5.21 -2.26 0.93
H -2.23 -3.01 -1.95
H 0.60 5.13 -4.91
H -0.18 -2.16 3.48
H -4.60 -3.87 0.55
H -1.45 -4.00 -0.72
H -1.68 3.44 3.59
H -3.32 2.76 -2.50
H -0.87 3.22 -4.38
H 4.13 0.02 -5.68
H -4.06 2.81 -0.89
H -5.61 -0.84 -1.69
H 2.08 -4.59 6.19
H -0.02 -3.40 5.63
H -2.32 2.66 -1.05
H 4.71 1.98 3.91
H 3.05 4.14 -1.54
H 2.84 0.57 4.79
H -0.78 -2.42 -1.12
H -5.81 0.81 -2.28
H -1.12 -3.07 1.96
H 1.75 0.50 -6.17
H -0.40 1.80 -2.42
H -2.92 0.36 -3.93
H -4.10 0.11 2.37
H -5.78 0.49 -0.54
H 0.05 0.32 -4.39
H 2.57 5.59 -3.48
H -3.20 -1.26 -3.29
H 4.55 2.84 1.56
H -0.19 2.94 1.66
H -4.96 -2.73 -0.75
H -2.01 -1.74 2.69
H 3.79 -2.85 1.54
*
```

[4]
DFT (ωB97M-V/def2-TZVPD) results for C2H2CrF2LiO as an isolated structure.

Strongest force on any atom: 8.3 eV/Å
E_HOMO (alpha / beta): -24.64 / -26.05 eV
Relative energy (zero: lowest compared OMol25 entry of this formula, charge and spin): 138.3 kcal/mol
Energy: -1402.76887 Eh
Gap between HOMO and LUMO (alpha / beta): 5.13 / 8.61 eV

Structure (ORCA input):
```
! wB97M-V def2-TZVPD RIJCOSX def2/J DEFGRID3
* xyz 3 5
Cr -0.36 -1.20 0.01
F 1.57 0.94 -1.63
F -2.04 -1.13 0.70
O -0.21 0.76 0.06
C 1.55 2.10 -0.69
C 0.22 1.76 -0.62
Li -2.50 0.54 1.11
H 0.24 2.94 -0.16
H 2.26 2.51 0.02
*
```

[5]
DFT (ωB97M-V/def2-TZVPD) results for CH4N3P3 as an isolated structure.

Strongest force on any atom: 4.1 eV/Å
E_HOMO: -9.40 eV
Relative energy (zero: lowest compared OMol25 entry of this formula, charge and spin): 0.0 kcal/mol
Energy: -1228.85508 Eh
Gap between HOMO and LUMO: 8.49 eV

Structure (ORCA input):
```
! wB97M-V def2-TZVPD RIJCOSX def2/J DEFGRID3
* xyz 0 1
P -2.31 -0.97 -0.40
P 0.46 -0.20 -0.39
P -1.47 1.67 -1.46
N 0.04 1.14 -1.07
N -0.73 -1.36 -0.25
N -2.47 0.55 -0.95
C 1.24 -0.06 1.21
H 1.55 -0.65 -1.33
H 2.12 0.50 1.19
H 0.44 0.37 1.87
H 1.13 -1.00 1.59
*
```

[6]
DFT (ωB97M-V/def2-TZVPD) results for C18H23NO3S as an isolated structure.

Strongest force on any atom: 17.6 eV/Å
E_HOMO: -7.96 eV
Relative energy (zero: lowest compared OMol25 entry of this formula, charge and spin): 361.5 kcal/mol
Energy: -1377.84417 Eh
Gap between HOMO and LUMO: 7.26 eV

Structure (ORCA input):
```
! wB97M-V def2-TZVPD RIJCOSX def2/J DEFGRID3
* xyz 0 1
S -0.14 0.25 1.51
O -4.08 -1.20 -2.02
O -2.96 0.40 4.41
O -3.33 -0.37 2.54
N 1.37 -1.23 -2.47
C 0.04 -1.36 -2.31
C 2.41 4.03 0.15
C 2.32 -0.96 -1.49
C 2.83 0.27 0.74
C -1.42 -1.14 3.41
C -2.70 -1.22 -2.14
C 2.97 1.66 0.28
C 3.69 -1.01 -1.67
C 0.38 -0.17 -0.16
C -0.49 -0.64 -1.15
C -2.10 -1.64 -3.26
C 1.85 2.67 0.47
C -1.93 -0.63 -0.90
C -2.62 -0.16 3.50
C -0.80 -1.61 -3.13
C -0.76 -1.37 2.21
C 1.93 -0.37 -0.18
C -4.61 -0.71 -0.82
H 0.15 -1.97 2.16
H -1.39 -2.02 1.52
H 2.90 4.24 -1.02
H 3.82 -1.60 -2.84
H -4.58 0.66 -0.93
H 4.24 -0.10 -1.79
H -0.73 -0.81 4.05
H 3.51 1.77 -0.66
H -0.33 -2.11 -4.18
H 3.07 4.44 0.91
H 3.74 -0.47 0.58
H -4.42 -1.00 0.27
H 4.01 -1.67 -1.18
H -5.87 -0.66 -1.00
H 2.28 0.15 1.81
H -2.39 -0.22 -0.21
H -4.11 0.15 2.55
H 3.91 2.22 1.12
H -1.73 -1.98 3.87
H 1.68 4.85 0.29
H -2.68 -2.23 -3.94
H 1.67 2.66 1.43
H 1.39 2.19 -0.33
*
```

[7]
DFT (ωB97M-V/def2-TZVPD) results for one molecule with the formula C5H7N.

Strongest force on any atom: 0.2 eV/Å
SMILES string: C=C1C=CCN1
E_HOMO: -7.98 eV
Relative energy (zero: lowest compared OMol25 entry of this formula, charge and spin): 27.0 kcal/mol
Energy: -249.43020 Eh
Gap between HOMO and LUMO: 9.11 eV

Structure (ORCA input):
```
! wB97M-V def2-TZVPD RIJCOSX def2/J DEFGRID3
* xyz 0 1
N -0.11 -1.10 0.32
C 0.71 0.04 0.42
C -1.25 -0.68 -0.49
C 2.04 0.06 0.34
C -1.38 0.77 -0.11
C -0.23 1.18 0.42
H -2.26 1.36 -0.31
H 2.59 0.99 0.37
H -2.14 -1.30 -0.33
H 0.03 2.18 0.75
H -0.98 -0.72 -1.56
H 0.37 -1.93 0.02
H 2.61 -0.85 0.17
*
```

[8]
DFT (ωB97M-V/def2-TZVPD) results for a 9-piece molecular cluster, C20H59Cl2O22P3 overall.

Strongest force on any atom: 1.0 eV/Å
SMILES string: COP(=O)(OC)OC.COP(=O)(OC)OC.COP(=O)(OC)OC.ClCCl.OCCO.OCCO.OCCO.OCCO.OCCO
E_HOMO: -9.24 eV
Energy: -4397.37865 Eh
Gap between HOMO and LUMO: 9.30 eV

Structure (ORCA input):
```
! wB97M-V def2-TZVPD RIJCOSX def2/J DEFGRID3
* xyz 0 1
Cl 1.72 -4.99 -4.42
Cl -0.90 -4.63 -3.16
P 1.31 -3.76 1.96
P 0.67 0.02 -1.72
P 1.53 5.46 2.38
O -5.05 1.47 -4.08
O 1.13 3.93 2.28
O 1.45 -5.28 2.37
O 1.05 6.05 3.62
O 3.08 5.52 2.12
O 2.09 -3.60 0.60
O 1.96 -0.72 -2.27
O -2.28 -2.83 -1.10
O -2.45 -1.94 2.03
O 1.10 0.46 -0.29
O -0.57 -0.76 -1.78
O -2.17 3.42 -5.45
O -2.62 0.55 -5.32
O 2.31 -2.97 2.90
O 3.35 0.39 2.89
O -0.68 -0.68 4.18
O -2.50 4.89 -2.95
O 1.05 6.13 1.03
O 3.90 1.97 5.31
O -4.75 -2.46 0.57
O 0.59 1.37 -2.51
O -0.07 -3.33 1.97
C 0.03 -4.59 -4.67
C -2.68 -1.86 3.42
C 3.98 5.24 3.20
C 1.34 3.15 1.11
C 1.38 -3.87 -0.64
C -1.56 3.86 -3.14
C 1.75 2.19 -2.66
C -2.09 -0.61 4.03
C 1.84 -1.57 -3.43
C 0.82 -0.35 0.86
C 2.41 -3.25 4.30
C 2.71 -5.95 2.34
C -0.30 5.93 0.60
C -3.56 -2.38 -1.51
C -1.11 3.75 -4.57
C 2.66 0.26 4.15
C -4.56 0.14 -3.96
C -4.64 -3.03 -0.71
C 2.62 1.63 4.78
C -3.05 0.16 -4.00
H 4.77 6.00 3.17
H 1.66 -0.14 3.96
H -2.35 0.25 3.40
H -3.69 -2.54 -2.60
H 2.04 -4.48 -1.25
H 2.03 2.34 1.32
H -0.90 5.41 1.34
H -0.31 2.99 -4.64
H 0.47 -4.43 -0.47
H 1.72 3.74 0.27
H 2.34 -2.51 -3.20
H -3.63 -1.30 -1.38
H -3.38 4.54 -3.10
H -2.58 -0.40 4.99
H 4.48 2.09 4.55
H 0.12 -1.14 0.60
H 3.71 -0.47 2.67
H 1.81 -4.10 4.60
H 3.45 -3.50 4.50
H -2.57 -0.78 -3.73
H -0.69 4.70 -4.90
H -0.28 5.40 -0.35
H 2.29 -1.06 -4.28
H -4.95 -0.46 -4.80
H -2.43 2.51 -5.26
H 3.48 5.24 4.16
H 1.80 2.52 -3.70
H 4.46 4.28 3.02
H 0.40 2.73 0.75
H 2.93 -6.36 3.33
H 1.87 1.68 5.57
H -2.68 0.96 -3.36
H 2.16 -2.35 4.86
H 1.65 3.08 -2.04
H -0.50 -0.96 5.09
H 2.64 -6.80 1.67
H -3.76 -1.90 3.56
H -4.48 -4.12 -0.69
H 3.52 -5.30 2.02
H -5.61 -2.87 -1.19
H 3.24 -0.40 4.81
H -1.56 -2.28 1.86
H 1.18 -2.92 -1.14
H 2.67 1.68 -2.38
H 1.75 -0.76 1.24
H -0.76 6.91 0.43
H -3.88 -2.49 1.00
H 0.37 0.25 1.64
H -0.41 -5.32 -5.34
H -4.94 -0.32 -3.05
H -2.62 -0.21 -5.90
H 2.36 2.35 3.99
H -1.68 -2.08 -1.21
H -4.81 1.76 -4.97
H -0.07 -3.60 -5.10
H -1.95 2.89 -2.80
H 0.79 -1.82 -3.61
H -2.25 -2.74 3.92
H -0.71 4.06 -2.48
*
```

The highest strongest force on any atom belongs to which entry?
C18H23NO3S

Number 1 is which compound?
C33H99N8O13Ti

Which of these has the lowest strongest force on any atom?
C5H7N

The highest strongest force on any atom belongs to which entry?
C18H23NO3S